No. 1
DFT (ωB97M-V/def2-TZVPD) results for a structure of composition C34H29LiN9O2S.

Atoms and positions in Å:
Li -0.00331 0.14891 -0.10740
O -3.59494 4.58568 4.03564
C -3.24909 3.44060 4.37519
O -3.43244 2.81104 5.43259
C -2.46652 2.65927 3.29110
C -2.01228 1.36998 3.53004
C -1.29944 0.70470 2.54585
N -1.01654 1.26541 1.36244
C -1.49571 2.48575 1.10920
C -2.21748 3.21241 2.04545
C -1.24332 2.99207 -0.27117
C -1.25026 4.35109 -0.56615
C -1.03538 4.74209 -1.87577
C -0.81540 3.77286 -2.84059
C -0.80346 2.44372 -2.44772
N -1.01711 2.05688 -1.19500
C -0.82877 -0.70668 2.70742
C -0.83618 -1.35651 3.93775
C -0.41578 -2.67283 3.99657
C -0.00307 -3.30445 2.83447
C -0.01637 -2.57479 1.65784
N -0.41245 -1.30951 1.59272
H -2.25895 0.93114 4.48690
H -2.61477 4.19675 1.84020
H -1.40985 5.07920 0.21644
H -1.03082 5.79284 -2.13707
H -0.63823 4.03507 -3.87461
H -0.59185 1.65278 -3.15692
H -1.15871 -0.83991 4.83000
H -0.41006 -3.19921 4.94270
H 0.32830 -4.33352 2.83589
H 0.31555 -3.01519 0.72353
S 1.82735 0.18226 -1.82073
C 1.11856 -1.08874 -2.74998
N 1.64944 -1.70510 -3.76124
N 2.87972 -1.28512 -4.10616
C 3.51143 -1.81941 -5.21283
C 2.94390 -2.86030 -5.95125
C 3.62719 -3.38135 -7.03830
C 4.87043 -2.88902 -7.41427
C 5.42674 -1.84900 -6.67916
C 4.75974 -1.31564 -5.59046
N -0.17224 -1.65326 -2.50842
N -0.79440 -1.20300 -1.53282
C -2.10459 -1.79041 -1.37472
C -2.94659 -1.16585 -0.46709
C -4.22564 -1.65865 -0.25178
C -4.65926 -2.78162 -0.94148
C -3.80985 -3.40489 -1.84964
C -2.53401 -2.91359 -2.07198
H 3.25600 -0.48083 -3.60831
H 1.97689 -3.23998 -5.65807
H 3.17636 -4.19035 -7.60080
H 5.39451 -3.30500 -8.26445
H 6.39426 -1.44732 -6.95515
H 5.19881 -0.50607 -5.01946
H -2.59414 -0.28521 0.05522
H -4.87889 -1.16238 0.45426
H -5.65561 -3.17081 -0.77431
H -4.14526 -4.28131 -2.39005
H -1.86270 -3.38396 -2.77643
C 2.82355 1.81890 4.77826
C 2.87316 0.97485 3.54993
C 3.76027 0.01249 3.12560
C 3.25246 -0.44465 1.88478
N 2.13542 0.18690 1.57334
N 1.92907 1.04731 2.59134
C 3.81975 -1.47917 0.96680
H 3.72436 1.66520 5.36923
H 1.96230 1.56798 5.39975
H 2.75759 2.87965 4.53250
H 4.64697 -0.32071 3.63840
H 1.10887 1.63092 2.57084
H 4.51718 -2.12569 1.50045
H 4.33950 -1.01347 0.12904
H 3.02637 -2.08886 0.53681

HOMO level: -4.596 eV
LUMO level: 0.07532 Ha
Total charge: -1
Spin multiplicity: 1
Energy above the lowest of the compared OMol25 structures with the same formula, charge and spin: 3.6 kJ/mol

No. 2
DFT (ωB97M-V/def2-TZVPD) results for a structure of composition C7H8N at a distorted geometry.

Atoms and positions in Å:
C 1.12089 -1.38696 -0.20191
C 2.33678 -1.26384 0.12791
C -3.49578 -0.26224 0.03122
C -2.19663 0.00356 0.09141
C -1.23871 -0.94166 -0.20214
C 2.32847 0.07093 0.53625
C 2.50282 1.27645 -0.34425
N 0.03373 -0.81795 -0.04597
H -4.15901 0.49120 0.55437
H -4.09264 -1.26222 -0.33431
H -1.96576 0.97065 0.33375
H -1.68730 -1.93161 -0.61159
H 2.74947 0.25836 1.62609
H 1.98854 2.25548 0.03482
H 2.30340 0.89023 -1.34691
H 3.47173 1.64962 -0.24873

HOMO level (spin up / spin down): -13.617 / -13.617 eV
LUMO level (spin up / spin down): -0.20335 / -0.20333 Ha
Total charge: +1
Spin multiplicity: 1
Energy above the lowest of the compared OMol25 structures with the same formula, charge and spin: 368.4 kJ/mol

No. 3
DFT (ωB97M-V/def2-TZVPD) results for a cluster of 2 separate species, C8H13P in total.

Atoms and positions in Å:
C -1.40794 1.08827 1.78100
C -1.87670 1.07528 0.52693
C -1.01913 1.94306 -0.33493
C -0.01336 2.47014 0.62993
C -0.25239 1.95696 1.84489
H -1.80300 0.56112 2.63189
H -2.73413 0.55078 0.14787
H -0.55174 1.35583 -1.13367
H -1.59307 2.73692 -0.81263
H 0.75938 3.16588 0.36647
H 0.30370 2.15538 2.74407
C -0.36128 -1.80317 0.23573
C 0.61101 -1.65575 -0.65074
C 2.04491 -1.98669 -0.38030
P 0.19988 -1.01885 -2.32527
H -0.18128 -2.17750 1.23048
H -1.37893 -1.54426 0.00119
H 2.45097 -2.61683 -1.17257
H 2.14489 -2.51266 0.56767
H 2.63792 -1.07215 -0.34261
H 0.55566 -2.19711 -2.98835
H 1.46462 -0.47467 -2.56702

HOMO level: -8.408 eV
LUMO level: 0.03670 Ha
Spin multiplicity: 1
Energy above the lowest of the compared OMol25 structures with the same formula, charge and spin: 16.4 kJ/mol
SMILES: C1=CCC=C1.C=C(C)P

No. 4
DFT (ωB97M-V/def2-TZVPD) results for a cluster of 2 separate species, C2H7O in total at a distorted geometry.

Atoms and positions in Å:
O 1.37644 -0.11246 2.49529
H 2.29015 0.04245 2.76650
C -0.62556 0.76350 -1.00885
C -0.30045 -0.62285 -0.27674
H 0.17485 0.77147 -1.69559
H -0.72784 1.63392 -0.36617
H -1.61813 0.50775 -1.49130
H -1.23222 -1.11319 0.00044
H 0.21245 -1.31072 -0.96353
H 0.45032 -0.55987 0.53996

HOMO level: -2.134 eV
LUMO level: 0.16290 Ha
Total charge: -1
Spin multiplicity: 1
Energy above the lowest of the compared OMol25 structures with the same formula, charge and spin: 42.6 kJ/mol

No. 5
DFT (ωB97M-V/def2-TZVPD) results for an isolated molecule of C4H4ClNS.

Atoms and positions in Å:
S 2.20471 -0.27742 -1.32982
C 0.69540 -0.07266 -0.43902
C -0.07207 -1.03835 0.14674
N -1.13573 -0.41927 0.74898
C -1.07473 0.92669 0.51292
C 0.05228 1.15571 -0.21064
Cl 0.56971 2.73126 -0.65553
H 2.34178 -1.60713 -1.13199
H 0.04571 -2.12304 0.15656
H -1.82038 -0.91647 1.32108
H -1.80668 1.64068 0.88073

HOMO level: -8.151 eV
LUMO level: 0.02857 Ha
Spin multiplicity: 1
Energy above the lowest of the compared OMol25 structures with the same formula, charge and spin: 3.0 kJ/mol
SMILES: Sc1c[nH]cc1Cl

No. 6
DFT (ωB97M-V/def2-TZVPD) results for a structure of composition C26H57F3MgN3O9S5 at a distorted geometry.

Atoms and positions in Å:
Mg 28.32444 25.82306 18.79816
C 26.89166 26.50930 16.06795
O 27.17402 25.22759 15.46309
O 27.46112 26.63982 17.20585
C 27.23075 27.63554 15.06701
F 26.43363 27.52806 13.96045
F 27.01957 28.84442 15.60822
F 28.49603 27.60723 14.59441
C 26.18022 24.66926 14.63606
C 26.49743 23.21008 14.37018
H 27.41208 23.14765 13.77314
H 26.67398 22.61456 15.26771
H 25.68490 22.71638 13.83169
H 26.05541 25.22905 13.71032
H 25.21501 24.70324 15.17697
H 25.76634 26.59063 16.11620
C 28.50736 25.55650 11.75008
C 29.90588 25.90564 11.95960
N 31.00630 26.15407 12.16350
H 28.23405 25.63403 10.69352
H 27.85938 26.22087 12.31271
H 28.33418 24.49357 11.92314
C 24.01739 25.08852 11.74323
C 24.94742 25.24271 10.64528
N 25.66728 25.38860 9.76484
H 23.84701 24.06419 12.05349
H 23.06674 25.52528 11.40990
H 24.22340 25.73085 12.59922
C 23.00926 20.33430 14.62579
C 22.80360 20.75181 15.99952
N 22.62147 21.08807 17.08218
H 24.04749 20.05808 14.45422
H 22.71107 21.07432 13.88414
H 22.36970 19.47800 14.40025
C 24.28493 30.69155 15.16638
S 23.65039 30.07288 16.72689
O 22.63941 31.00613 17.25754
C 22.72654 28.71115 16.00609
H 25.19482 30.22973 14.80441
H 24.37816 31.77560 15.29325
H 23.47172 30.69234 14.42922
H 21.83754 29.14374 15.54540
H 22.42952 27.97923 16.75525
H 23.32414 28.19660 15.25114
C 30.85921 25.46907 15.59278
S 31.35396 25.50143 17.28812
O 30.10915 25.44517 18.08433
C 32.09809 23.89186 17.30352
H 30.30684 26.37975 15.35611
H 30.09088 24.70558 15.43772
H 31.70226 25.35514 14.91693
H 31.50406 23.17264 16.74239
H 32.25798 23.51791 18.31668
H 33.09399 23.86427 16.85763
C 28.22876 29.92906 19.17362
S 29.54723 28.87035 19.75654
O 29.11417 27.51282 19.32228
C 30.74024 29.39320 18.52288
H 27.31180 29.71488 19.71793
H 28.09149 29.76636 18.10647
H 28.50671 30.95895 19.40839
H 30.81872 30.47764 18.47915
H 30.33855 29.02138 17.57810
H 31.71392 28.96181 18.73845
C 24.81292 26.43907 21.74398
S 25.93350 27.10989 20.53251
O 26.74571 26.00770 19.92016
C 24.77111 27.58312 19.25618
H 25.28579 26.25724 22.70205
H 24.39736 25.51186 21.33685
H 23.99105 27.15076 21.82472
H 24.05850 26.76958 19.11137
H 25.38485 27.76115 18.37564
H 24.26075 28.46819 19.63320
C 25.61321 22.73374 18.39266
S 27.32900 22.59879 18.77734
O 27.89395 23.94523 18.57347
C 27.13340 22.34792 20.53899
H 24.99642 23.33917 19.06186
H 25.09323 21.77484 18.31252
H 25.48209 23.21120 17.41812
H 28.04664 22.58999 21.07680
H 26.93378 21.28456 20.68675
H 26.30275 22.95186 20.89535
C 26.97540 19.50322 16.80221
C 26.87636 18.77263 18.10737
O 27.64444 19.02081 19.00598
C 25.77672 17.74706 18.27064
H 27.18347 20.56098 16.99572
H 26.15942 19.49504 16.08227
H 27.88730 19.22133 16.26426
H 26.07354 16.82242 17.76544
H 24.84978 18.07671 17.80419
H 25.68479 17.52718 19.33083
C 30.55157 21.86315 12.89940
C 31.66842 21.61939 13.89145
O 32.18202 22.53774 14.48774
C 32.07793 20.19669 14.06977
H 30.99620 21.91291 11.89973
H 30.03585 22.80232 13.08762
H 29.84012 21.03768 12.87557
H 31.22432 19.56021 14.32830
H 32.69439 20.07956 14.96104
H 32.50073 19.83168 13.13574

HOMO level: -10.830 eV
LUMO level: -0.06780 Ha
Total charge: +1
Spin multiplicity: 1

No. 7
DFT (ωB97M-V/def2-TZVPD) results for an isolated molecule of C5H6O.

Atoms and positions in Å:
C -0.11141 1.10348 1.31786
C -0.24306 0.39465 0.01569
C -1.41513 -0.17432 -0.41376
C -0.89363 -1.33438 -0.96640
O 0.44256 -1.53522 -1.01120
C 0.94183 -0.18986 -0.70318
H -1.01089 0.88058 1.90722
H -0.04473 2.17747 1.13428
H 0.78375 0.76293 1.86096
H -1.45723 -2.18343 -1.33478
H 1.87457 -0.18361 -0.13068
H 1.13337 0.28170 -1.67602

HOMO level (spin up / spin down): -8.080 / -8.081 eV
LUMO level (spin up / spin down): -0.01383 / -0.01382 Ha
Spin multiplicity: 1
Energy above the lowest of the compared OMol25 structures with the same formula, charge and spin: 358.5 kJ/mol
SMILES: CC1=C=COC1

What did the first record say?
DFT (ωB97M-V/def2-TZVPD) results for a structure of composition C34H29LiN9O2S.

Atoms and positions in Å:
Li -0.00331 0.14891 -0.10740
O -3.59494 4.58568 4.03564
C -3.24909 3.44060 4.37519
O -3.43244 2.81104 5.43259
C -2.46652 2.65927 3.29110
C -2.01228 1.36998 3.53004
C -1.29944 0.70470 2.54585
N -1.01654 1.26541 1.36244
C -1.49571 2.48575 1.10920
C -2.21748 3.21241 2.04545
C -1.24332 2.99207 -0.27117
C -1.25026 4.35109 -0.56615
C -1.03538 4.74209 -1.87577
C -0.81540 3.77286 -2.84059
C -0.80346 2.44372 -2.44772
N -1.01711 2.05688 -1.19500
C -0.82877 -0.70668 2.70742
C -0.83618 -1.35651 3.93775
C -0.41578 -2.67283 3.99657
C -0.00307 -3.30445 2.83447
C -0.01637 -2.57479 1.65784
N -0.41245 -1.30951 1.59272
H -2.25895 0.93114 4.48690
H -2.61477 4.19675 1.84020
H -1.40985 5.07920 0.21644
H -1.03082 5.79284 -2.13707
H -0.63823 4.03507 -3.87461
H -0.59185 1.65278 -3.15692
H -1.15871 -0.83991 4.83000
H -0.41006 -3.19921 4.94270
H 0.32830 -4.33352 2.83589
H 0.31555 -3.01519 0.72353
S 1.82735 0.18226 -1.82073
C 1.11856 -1.08874 -2.74998
N 1.64944 -1.70510 -3.76124
N 2.87972 -1.28512 -4.10616
C 3.51143 -1.81941 -5.21283
C 2.94390 -2.86030 -5.95125
C 3.62719 -3.38135 -7.03830
C 4.87043 -2.88902 -7.41427
C 5.42674 -1.84900 -6.67916
C 4.75974 -1.31564 -5.59046
N -0.17224 -1.65326 -2.50842
N -0.79440 -1.20300 -1.53282
C -2.10459 -1.79041 -1.37472
C -2.94659 -1.16585 -0.46709
C -4.22564 -1.65865 -0.25178
C -4.65926 -2.78162 -0.94148
C -3.80985 -3.40489 -1.84964
C -2.53401 -2.91359 -2.07198
H 3.25600 -0.48083 -3.60831
H 1.97689 -3.23998 -5.65807
H 3.17636 -4.19035 -7.60080
H 5.39451 -3.30500 -8.26445
H 6.39426 -1.44732 -6.95515
H 5.19881 -0.50607 -5.01946
H -2.59414 -0.28521 0.05522
H -4.87889 -1.16238 0.45426
H -5.65561 -3.17081 -0.77431
H -4.14526 -4.28131 -2.39005
H -1.86270 -3.38396 -2.77643
C 2.82355 1.81890 4.77826
C 2.87316 0.97485 3.54993
C 3.76027 0.01249 3.12560
C 3.25246 -0.44465 1.88478
N 2.13542 0.18690 1.57334
N 1.92907 1.04731 2.59134
C 3.81975 -1.47917 0.96680
H 3.72436 1.66520 5.36923
H 1.96230 1.56798 5.39975
H 2.75759 2.87965 4.53250
H 4.64697 -0.32071 3.63840
H 1.10887 1.63092 2.57084
H 4.51718 -2.12569 1.50045
H 4.33950 -1.01347 0.12904
H 3.02637 -2.08886 0.53681

HOMO level: -4.596 eV
LUMO level: 0.07532 Ha
Total charge: -1
Spin multiplicity: 1
Energy above the lowest of the compared OMol25 structures with the same formula, charge and spin: 3.6 kJ/mol